{"formula": "C5H10N", "method": "ωB97M-V/def2-TZVPD", "symbols": ["C", "C", "C", "C", "C", "N", "H", "H", "H", "H", "H", "H", "H", "H", "H", "H"], "positions_angstrom": [[1.0907, 0.4017, -1.2386], [0.3344, 1.4383, -0.8831], [1.4962, -0.8091, -0.4557], [-0.2303, 2.3889, -0.2594], [1.3961, -1.0526, 0.8386], [-1.3356, -0.6985, 0.7496], [1.6313, 0.4133, -2.1703], [1.8379, -1.6054, -1.2009], [-1.2566, 2.5793, -0.3354], [-1.8103, 0.2250, 0.5478], [0.3899, 3.1773, 0.1582], [1.6961, -2.0763, 1.0603], [0.9157, -0.3409, 1.4979], [-0.4571, -0.4458, 0.2277], [-1.9121, -1.4340, 0.3328], [-1.0637, -0.9989, 1.6127]], "atomic_forces_ev_per_a": [[0.1, 0.8, 0.3], [2.4, -3.4, -0.4], [-0.2, -0.1, -2.4], [0.1, 1.8, 0.4], [0.3, -0.9, -0.7], [-1.5, 2.5, -4.8], [-0.4, 0.3, -0.6], [-0.2, 1.0, 1.5], [-1.5, 0.3, 0.0], [-0.1, -1.1, 1.7], [-0.1, -0.1, 0.3], [-0.1, 0.4, 1.0], [0.8, -0.1, 0.5], [-0.5, -1.4, -0.1], [0.4, 0.0, -0.4], [0.4, -0.2, 3.5]], "gap_ev": 9.558, "relative_energy_ev": 3.085, "energy_ha": -250.8919, "max_force_ev_per_a": 5.611, "spin_multiplicity": 1, "total_charge": 1, "lumo_energy_ev": -3.80}